Entry from the Open Molecules 2025 dataset: the ion C4H9N2O with charge +1 in a non-equilibrium geometry (the ωB97M-V functional and the def2-TZVPD basis).

```
16
Properties=species:S:1:pos:R:3:forces:R:3:lowdin_charge:R:1
C 2.66022 -0.39035 -0.14000 -2.473 5.495 0.895 -0.186
C -0.86378 0.12989 -0.21879 -0.602 1.197 1.195 -0.206
C -1.61479 1.43218 -0.09346 -0.263 -0.750 -2.362 0.048
C -1.60044 -1.08787 0.22578 -0.892 2.330 2.069 0.042
N 1.28359 -0.63713 -0.43815 0.820 -7.001 -0.281 0.008
N 2.85743 0.82157 0.17957 1.960 -0.139 0.387 0.117
O 0.35273 0.28515 -0.48889 0.184 1.659 0.393 0.108
H 3.32672 -1.17403 -0.17812 1.007 -2.107 -0.309 0.110
H -1.12081 2.29129 0.25486 1.543 0.913 -0.167 0.096
H -2.31111 1.26425 0.64548 -1.826 -0.556 1.662 0.063
H -2.23171 1.68668 -0.99376 0.689 -0.320 0.450 0.146
H -2.64564 -0.65626 0.29407 1.094 -1.185 0.392 0.126
H -1.25668 -1.55800 1.19635 -0.213 0.985 -0.776 0.152
H -1.64332 -1.86114 -0.43090 0.185 -2.252 -2.350 0.065
H 0.96196 -1.66250 -0.25359 0.323 2.652 -0.531 0.205
H 3.84564 1.11626 0.43954 -1.537 -0.920 -0.665 0.105
```
Forces are in eV/Å.

Relative energy (zero: lowest compared OMol25 entry of this formula, charge and spin): 5.463 eV
Net charge: +1
Frontier orbital gap: 8.87 eV
E: -9310.5527 eV